[1]
{"formula": "C3H4O2", "method": "ωB97M-V/def2-TZVPD", "elements": ["C", "C", "C", "O", "O", "H", "H", "H", "H"], "positions_angstrom": [[-2.300, -0.586, 0.550], [-1.725, 0.331, -0.150], [1.857, 0.594, -0.619], [1.130, -0.583, -0.652], [1.804, -0.124, 0.503], [-3.197, -1.188, 0.689], [-1.514, -0.605, 1.341], [2.773, 0.646, -1.129], [1.172, 1.514, -0.533]], "forces_ev_per_angstrom": [[0.0, 0.4, 0.0], [-0.5, -0.5, 0.3], [-2.8, 2.7, -0.1], [-0.6, -0.8, -1.7], [1.0, -0.9, 3.3], [0.4, 0.3, -0.2], [0.0, -0.1, -0.1], [1.1, 0.0, -0.8], [1.3, -1.1, -0.7]], "lowdin_charge": [-0.15, 0.09, -0.26, -0.03, -0.02, 0.06, 0.07, 0.10, 0.14], "spin_multiplicity": 1, "e_lumo_ev": 0.198, "total_energy_ha": -266.8924, "homo_lumo_gap_ev": 10.33, "total_charge": 0, "e_above_lowest_kcal_mol": 188.5}

***

[2]
{"formula": "C36H76F24N10O20PS4", "method": "ωB97M-V/def2-TZVPD", "elements": ["C", "F", "F", "F", "S", "O", "O", "N", "S", "O", "O", "C", "F", "F", "F", "C", "F", "F", "F", "S", "O", "O", "N", "S", "O", "O", "C", "F", "F", "F", "C", "C", "O", "N", "H", "H", "C", "H", "H", "H", "H", "H", "H", "C", "C", "O", "N", "H", "H", "C", "H", "H", "H", "H", "H", "H", "C", "C", "O", "N", "H", "H", "C", "H", "H", "H", "H", "H", "H", "C", "C", "O", "N", "H", "H", "C", "H", "H", "H", "H", "H", "H", "C", "C", "O", "N", "H", "H", "C", "H", "H", "H", "H", "H", "H", "C", "C", "O", "N", "H", "H", "C", "H", "H", "H", "H", "H", "H", "C", "C", "O", "N", "H", "H", "C", "H", "H", "H", "H", "H", "H", "C", "C", "O", "N", "H", "H", "C", "H", "H", "H", "H", "H", "H", "C", "O", "O", "C", "F", "F", "F", "C", "C", "H", "H", "H", "H", "H", "H", "C", "O", "O", "C", "F", "F", "F", "C", "C", "H", "H", "H", "H", "H", "H", "P", "F", "F", "F", "F", "F", "F"], "positions_angstrom": [[4.344, -3.429, 11.989], [4.740, -2.721, 10.844], [5.027, -4.480, 12.203], [4.418, -2.619, 13.081], [2.513, -3.910, 11.878], [1.813, -2.729, 11.258], [2.432, -5.153, 11.117], [2.135, -4.229, 13.527], [0.611, -4.016, 13.653], [0.221, -2.711, 14.231], [-0.292, -4.397, 12.515], [0.102, -5.317, 15.041], [0.138, -6.606, 14.574], [0.997, -5.109, 15.948], [-1.084, -4.979, 15.572], [10.087, -4.811, 5.568], [9.965, -5.736, 6.499], [10.973, -3.889, 5.845], [10.489, -5.443, 4.421], [8.434, -3.922, 5.312], [8.202, -3.154, 6.533], [8.577, -3.174, 4.078], [7.354, -5.292, 4.918], [6.435, -5.462, 6.184], [7.228, -5.814, 7.352], [5.507, -4.375, 6.433], [5.430, -7.047, 5.544], [6.160, -8.184, 5.435], [4.397, -7.293, 6.315], [4.816, -6.644, 4.333], [9.224, -8.899, 2.556], [9.176, -7.924, 1.371], [10.013, -7.901, 0.551], [8.005, -6.955, 1.241], [7.840, -6.662, 2.193], [8.323, -6.116, 0.779], [6.820, -7.604, 0.439], [10.241, -9.290, 2.582], [8.399, -9.596, 2.410], [8.980, -8.424, 3.506], [5.907, -7.022, 0.565], [6.713, -8.621, 0.817], [7.159, -7.688, -0.594], [12.169, 5.033, -0.928], [11.233, 3.860, -1.090], [10.352, 3.820, -1.942], [11.688, 2.578, -0.319], [12.088, 1.917, -0.970], [12.446, 2.861, 0.286], [10.642, 1.995, 0.616], [12.596, 5.167, 0.066], [11.743, 5.958, -1.316], [13.084, 4.810, -1.476], [10.495, 2.744, 1.394], [10.981, 1.010, 0.936], [9.811, 1.933, -0.087], [3.779, -13.379, 10.376], [3.561, -11.840, 10.286], [3.961, -11.186, 9.302], [3.231, -11.189, 11.650], [3.105, -11.844, 12.408], [3.983, -10.572, 11.924], [1.947, -10.381, 11.495], [2.821, -13.863, 10.565], [4.505, -13.599, 11.159], [4.233, -13.698, 9.438], [2.104, -9.721, 10.642], [1.774, -9.971, 12.490], [1.150, -11.082, 11.246], [9.881, 1.311, 14.671], [10.927, 1.702, 13.721], [12.024, 2.116, 14.150], [10.620, 1.724, 12.201], [9.621, 1.755, 12.053], [11.094, 2.425, 11.649], [11.052, 0.343, 11.590], [10.325, 1.311, 15.666], [9.601, 0.280, 14.453], [9.027, 1.984, 14.744], [10.571, -0.478, 12.122], [12.140, 0.290, 11.606], [10.719, 0.287, 10.554], [4.558, 0.364, 5.342], [5.022, 0.511, 3.893], [5.963, 1.184, 3.540], [4.089, -0.049, 2.783], [3.226, -0.360, 3.204], [3.896, 0.711, 2.146], [4.702, -1.251, 2.067], [4.380, 1.413, 5.577], [5.325, 0.115, 6.076], [3.775, -0.318, 5.675], [5.225, -1.940, 2.731], [5.371, -0.895, 1.285], [3.945, -1.849, 1.559], [2.790, -12.749, 3.889], [3.724, -12.637, 2.696], [3.940, -11.631, 2.041], [4.153, -14.022, 2.203], [4.936, -14.478, 2.649], [3.460, -14.694, 2.502], [4.575, -13.969, 0.735], [1.853, -12.326, 3.528], [3.231, -12.134, 4.673], [2.547, -13.785, 4.128], [5.059, -14.875, 0.371], [5.285, -13.143, 0.697], [3.691, -13.662, 0.176], [-0.816, -4.842, 5.405], [-1.679, -5.463, 4.361], [-1.585, -6.631, 3.984], [-2.569, -4.481, 3.528], [-3.374, -4.274, 4.103], [-2.193, -3.556, 3.376], [-3.114, -5.041, 2.174], [-0.331, -5.619, 5.994], [-1.423, -4.164, 6.006], [0.000, -4.282, 4.947], [-3.856, -5.832, 2.284], [-2.228, -5.502, 1.739], [-3.442, -4.217, 1.540], [10.510, -7.221, 11.387], [11.441, -8.304, 10.856], [12.533, -8.091, 10.468], [10.921, -9.741, 11.037], [11.679, -10.305, 11.395], [10.245, -9.836, 11.780], [10.282, -10.262, 9.750], [10.342, -7.257, 12.463], [9.525, -7.354, 10.940], [10.849, -6.209, 11.168], [9.592, -9.452, 9.515], [9.903, -11.251, 10.009], [11.069, -10.334, 9.000], [14.149, 2.072, 4.362], [14.069, 0.943, 3.485], [13.612, 3.060, 3.590], [13.222, 1.712, 5.609], [12.915, 2.816, 6.322], [11.955, 1.318, 5.431], [13.612, 0.809, 6.417], [15.047, -0.149, 3.542], [14.730, -1.046, 2.406], [15.650, -1.606, 2.240], [13.889, -1.711, 2.602], [14.390, -0.506, 1.522], [14.897, -0.709, 4.465], [16.053, 0.221, 3.344], [15.175, 2.302, 4.649], [16.033, -6.988, 2.254], [17.187, -6.414, 2.869], [16.296, -6.656, 0.889], [15.855, -8.519, 2.688], [17.003, -9.193, 2.785], [15.179, -8.656, 3.830], [15.078, -9.149, 1.728], [16.962, -5.820, 4.187], [18.204, -5.008, 4.605], [18.051, -4.692, 5.637], [19.216, -5.408, 4.543], [18.242, -4.093, 4.015], [16.695, -6.430, 5.050], [16.196, -5.047, 4.133], [15.114, -6.452, 2.490], [8.592, -2.532, -2.529], [7.070, -3.070, -2.283], [8.150, -0.998, -2.657], [8.736, -2.425, -0.918], [10.117, -1.975, -2.652], [9.177, -4.033, -2.507], [8.513, -2.835, -4.128]], "forces_ev_per_angstrom": [[-2.7, 2.9, 0.1], [-0.4, -1.6, 2.2], [1.9, -1.5, -0.2], [0.6, -0.2, -1.2], [-3.0, 1.0, -1.1], [2.3, -2.6, 1.9], [0.9, 0.9, 0.5], [2.3, 0.3, -3.3], [-6.7, 1.4, 0.1], [1.1, -2.2, -0.4], [2.4, 0.1, 1.7], [0.0, 1.8, -2.3], [-0.4, 1.2, 0.9], [1.3, -0.8, 1.8], [0.4, -1.0, -0.8], [-0.6, -0.2, -1.8], [0.4, 0.1, 0.5], [0.2, -0.1, 0.5], [-0.6, 0.5, 0.8], [-0.8, 0.1, -1.2], [0.1, -1.5, -1.4], [-0.1, -0.9, 0.9], [1.5, 2.2, 0.4], [0.5, 0.2, 1.4], [-1.0, -1.0, -0.3], [-0.4, -1.3, -0.7], [-0.3, 2.0, -0.8], [-0.6, 1.1, -0.5], [-0.1, -0.4, 0.8], [1.5, -1.2, 1.0], [-1.0, 1.3, -0.3], [1.1, -0.9, 0.6], [0.0, 0.4, -0.8], [-0.6, -1.0, -0.3], [-1.1, 0.2, 0.6], [0.4, 0.4, -0.7], [1.1, 0.1, 0.8], [-0.4, -0.3, -0.1], [0.4, -0.6, -0.1], [0.2, 0.3, 0.0], [0.3, 0.0, 0.0], [-0.2, 0.2, 0.2], [-0.1, 0.4, 0.1], [0.3, -0.3, 0.6], [-1.2, 0.6, -3.3], [2.3, -0.7, 3.4], [-0.2, 1.3, 0.7], [-0.2, -0.5, -0.5], [0.8, 0.2, 0.4], [-0.1, 0.3, -1.7], [-0.5, 0.0, 0.4], [-0.1, -0.3, 0.1], [-0.1, -0.2, -0.6], [0.0, -0.4, 0.1], [-0.1, 0.3, 0.2], [-0.5, -0.4, 0.7], [-0.5, 1.5, -0.2], [3.2, -0.6, -2.8], [-2.1, -1.2, 4.0], [-0.9, 0.4, -1.7], [0.0, -0.7, 0.1], [0.5, 0.5, 0.0], [0.2, -0.6, 0.2], [0.2, -0.3, 0.1], [-0.2, 0.0, 0.3], [-0.4, 0.0, 0.0], [-0.1, 0.4, 0.6], [-0.2, 0.6, -0.5], [0.1, 0.0, 0.1], [-0.5, -0.9, 0.3], [4.8, 3.3, 2.4], [-3.9, -1.8, -3.1], [0.5, -2.8, 0.4], [-0.5, 0.5, 0.0], [0.3, 0.7, 0.2], [0.0, 0.5, -0.2], [0.2, 0.0, -0.2], [-0.6, 0.0, 0.0], [-0.1, -0.1, -0.6], [0.1, 0.3, 0.3], [-0.2, 0.0, 0.3], [0.0, 0.4, 0.1], [0.4, 0.2, 0.0], [2.2, 1.6, 0.5], [-2.5, -2.0, 0.4], [0.8, -1.3, 0.6], [-0.4, 0.1, 0.2], [0.0, 0.3, -0.5], [0.3, -0.1, -0.9], [-0.7, 0.0, 0.3], [0.8, -0.1, -0.7], [-0.5, 0.2, -0.9], [0.0, 0.5, 0.4], [0.2, 0.1, 0.3], [-0.4, 0.4, 0.2], [0.5, 0.2, -1.2], [-0.9, 1.9, -0.4], [0.1, -2.8, 1.4], [1.2, -0.2, -1.3], [1.0, 0.6, 0.8], [-1.1, -0.2, -0.8], [-0.5, 0.7, 0.1], [-0.1, 0.4, 0.3], [-0.4, -0.3, 0.3], [0.4, 0.1, 0.5], [-0.4, -0.1, 0.4], [0.0, -0.1, 0.0], [0.2, -0.3, -0.2], [-0.6, 0.2, 0.1], [2.1, -3.8, -1.8], [-1.2, 4.2, 0.9], [-1.5, -1.3, -0.6], [-0.6, 0.0, 0.5], [0.9, 0.2, -0.1], [1.5, -0.2, 0.3], [-0.4, 0.0, 0.1], [0.3, 0.1, 0.3], [-0.1, 0.2, -0.3], [0.0, 0.4, 0.5], [-0.2, 0.0, -0.2], [-0.1, 0.0, 0.4], [-0.7, -0.5, -0.5], [0.3, 2.5, 1.6], [-0.3, -1.3, -0.4], [0.2, -0.2, -0.4], [0.9, -0.4, -0.5], [-0.6, 0.6, 0.3], [1.0, 0.4, 0.8], [0.3, -0.5, 0.1], [-0.2, 0.1, -0.1], [0.3, -0.4, -0.3], [-0.4, -0.7, -0.4], [-0.4, 0.3, -0.4], [-0.1, 0.0, 0.0], [-2.7, 1.6, -3.0], [1.2, -2.3, 0.2], [0.4, -0.4, 1.9], [-1.8, 2.8, -1.5], [1.6, 1.7, 1.1], [-1.8, -1.2, -2.7], [3.1, -2.7, 2.7], [-1.7, 1.6, 0.0], [-0.4, -0.8, -0.5], [-0.3, -0.4, -0.6], [0.1, -0.3, 0.3], [0.6, 0.3, -0.1], [0.7, 0.1, 0.3], [0.2, 0.3, 0.7], [0.4, -0.4, 0.7], [2.1, 1.6, -4.1], [-0.8, -0.1, 3.3], [-1.5, -2.3, 2.7], [0.1, 1.0, -2.7], [-0.3, 0.0, 0.1], [-0.2, 0.0, 0.9], [0.6, 0.2, 0.9], [1.5, 0.8, -0.8], [-0.2, 0.6, -0.2], [0.0, 0.0, 0.2], [-0.3, -0.7, -0.1], [0.0, 0.0, -0.1], [-0.1, -1.0, -0.4], [-0.5, -0.1, -0.3], [-0.5, 0.0, 0.8], [1.9, -0.7, -1.1], [0.0, 0.3, -0.3], [-1.2, -0.1, 0.0], [-0.2, 0.1, 0.5], [0.1, -0.2, -0.2], [0.0, -1.0, 1.4], [-0.9, 1.5, 0.1]], "lowdin_charge": [-0.64, 0.08, 0.18, 0.10, 0.70, -0.34, -0.35, -0.32, 0.58, -0.33, -0.38, -0.64, 0.08, 0.14, 0.13, -0.67, 0.14, 0.18, 0.10, 0.69, -0.30, -0.31, -0.33, 0.52, -0.34, -0.32, -0.57, 0.10, 0.13, 0.02, 0.04, -0.40, 0.23, 0.13, 0.15, 0.18, 0.07, 0.11, 0.08, 0.08, 0.10, 0.08, 0.11, 0.02, -0.32, 0.15, 0.09, 0.18, 0.15, 0.05, 0.10, 0.10, 0.11, 0.11, 0.12, 0.10, 0.02, -0.35, 0.09, 0.08, 0.17, 0.17, 0.05, 0.09, 0.09, 0.09, 0.11, 0.12, 0.11, 0.02, -0.34, 0.15, 0.13, 0.17, 0.18, 0.05, 0.11, 0.10, 0.12, 0.10, 0.11, 0.11, 0.04, -0.33, 0.18, 0.10, 0.16, 0.18, 0.04, 0.11, 0.11, 0.09, 0.11, 0.12, 0.10, 0.03, -0.37, 0.13, 0.08, 0.18, 0.16, 0.04, 0.11, 0.10, 0.09, 0.11, 0.10, 0.11, 0.03, -0.32, 0.15, 0.10, 0.17, 0.17, 0.05, 0.11, 0.11, 0.11, 0.11, 0.10, 0.11, 0.03, -0.38, 0.23, 0.08, 0.18, 0.17, 0.05, 0.10, 0.09, 0.11, 0.11, 0.11, 0.12, -0.49, -0.15, -0.26, -0.63, 0.08, 0.09, 0.17, -0.26, -0.10, 0.08, 0.07, 0.07, 0.11, 0.12, 0.14, -0.42, -0.09, -0.17, -0.54, 0.15, 0.11, 0.07, -0.25, -0.09, 0.06, 0.07, 0.07, 0.10, 0.10, 0.13, 0.12, -0.20, -0.16, -0.20, -0.19, -0.19, -0.17], "spin_multiplicity": 1, "e_lumo_ev": -7.141, "total_energy_ha": -7798.9924, "homo_lumo_gap_ev": 0.92, "total_charge": 3}

***

[3]
{"formula": "C13H24N4O2", "method": "ωB97M-V/def2-TZVPD", "elements": ["C", "C", "C", "C", "N", "C", "N", "C", "N", "C", "C", "C", "C", "C", "C", "O", "N", "C", "O", "H", "H", "H", "H", "H", "H", "H", "H", "H", "H", "H", "H", "H", "H", "H", "H", "H", "H", "H", "H", "H", "H", "H", "H"], "positions_angstrom": [[-3.324, -0.435, -3.931], [-2.876, -1.299, -2.758], [-1.839, -0.612, -1.870], [-2.411, 0.606, -1.142], [-1.443, 1.197, -0.232], [-1.064, 0.564, 0.933], [-1.691, -0.615, 1.284], [-0.042, 1.050, 1.704], [0.353, 0.400, 2.895], [1.045, -0.880, 2.784], [2.513, -0.805, 2.341], [2.750, -0.364, 0.892], [4.254, -0.317, 0.624], [2.071, -1.291, -0.113], [0.559, 2.320, 1.392], [1.406, 2.885, 2.062], [0.070, 2.899, 0.226], [-0.863, 2.388, -0.634], [-1.171, 2.950, -1.662], [-3.864, 0.444, -3.590], [-2.465, -0.106, -4.510], [-3.982, -1.003, -4.585], [-3.745, -1.575, -2.156], [-2.438, -2.221, -3.144], [-0.995, -0.286, -2.480], [-1.465, -1.330, -1.137], [-3.325, 0.344, -0.599], [-2.651, 1.390, -1.862], [-2.628, -0.743, 0.934], [-1.597, -0.799, 2.274], [0.931, 1.055, 3.419], [0.486, -1.522, 2.102], [1.012, -1.332, 3.781], [2.954, -1.795, 2.483], [3.036, -0.110, 3.003], [2.354, 0.646, 0.760], [4.745, 0.362, 1.317], [4.450, 0.029, -0.388], [4.693, -1.306, 0.741], [2.385, -2.321, 0.047], [0.988, -1.240, -0.030], [2.342, -1.004, -1.127], [0.478, 3.786, -0.047]], "forces_ev_per_angstrom": [[0.0, -0.2, 0.2], [0.2, 0.1, -0.1], [-0.3, -0.1, 0.1], [0.0, -0.2, -0.4], [-0.1, 0.0, 0.0], [0.6, 0.2, 0.6], [-0.1, 0.2, -0.2], [-0.2, -0.2, -0.1], [-0.1, 0.3, 0.2], [0.4, -0.1, 0.1], [-0.4, 0.2, -0.2], [0.2, -0.2, 0.0], [-0.3, 0.1, 0.0], [0.0, 0.3, 0.2], [-0.3, -0.3, -0.1], [0.1, 0.0, 0.1], [0.3, 0.3, 0.0], [0.0, 0.1, 0.1], [0.0, 0.2, -0.3], [-0.1, 0.1, 0.0], [0.1, 0.1, -0.1], [-0.1, 0.0, -0.1], [0.0, -0.1, 0.0], [-0.1, -0.1, 0.1], [0.1, 0.0, 0.0], [0.1, 0.0, 0.0], [0.0, 0.1, 0.0], [-0.1, -0.1, 0.2], [0.0, 0.0, 0.0], [0.0, 0.0, 0.1], [-0.2, -0.1, 0.0], [0.0, -0.1, 0.1], [0.0, -0.1, -0.1], [0.1, -0.1, 0.0], [0.1, 0.0, 0.1], [0.0, 0.0, 0.0], [0.1, 0.1, 0.1], [0.1, 0.0, -0.1], [0.1, -0.1, 0.0], [0.0, -0.2, 0.0], [-0.2, -0.1, 0.0], [0.0, 0.0, -0.1], [-0.1, -0.2, 0.0]], "lowdin_charge": [-0.11, -0.26, -0.19, -0.14, 0.05, -0.23, 0.16, -0.18, 0.02, -0.21, -0.16, -0.43, -0.08, -0.07, -0.43, 0.06, 0.22, -0.47, 0.08, 0.07, 0.08, 0.07, 0.11, 0.11, 0.12, 0.10, 0.13, 0.12, 0.09, 0.10, 0.12, 0.09, 0.11, 0.12, 0.12, 0.12, 0.08, 0.08, 0.08, 0.08, 0.05, 0.08, 0.17], "spin_multiplicity": 1, "e_lumo_ev": 0.648, "total_energy_ha": -879.3328, "homo_lumo_gap_ev": 8.36, "total_charge": 0, "e_above_lowest_kcal_mol": 0.9}